1.
DFT (ωB97M-V with the def2-TZVPD basis set) results for a molecular structure, C26H34N9Os.

Structure (ORCA input):
```
! wB97M-V def2-TZVPD RIJCOSX def2/J DEFGRID3
* xyz 1 1
Os -0.391 0.365 -1.254
C 3.000 -2.501 -3.118
N 3.441 -1.268 -2.485
C 4.752 -1.373 -1.848
C 2.467 -0.469 -1.933
N 1.245 -0.824 -1.772
N 2.902 0.818 -1.642
C 2.237 1.857 -1.008
N 3.050 2.952 -0.812
N 0.991 1.823 -0.724
H 3.819 -2.886 -3.722
H 2.151 -2.307 -3.774
H 2.727 -3.273 -2.387
H 5.509 -1.562 -2.607
H 4.768 -2.195 -1.125
H 5.009 -0.458 -1.322
H 1.096 -1.808 -1.963
H 3.739 1.097 -2.129
H 3.956 2.780 -0.404
H 2.582 3.770 -0.450
H 0.683 2.637 -0.200
C -2.567 2.707 -1.149
N -1.968 1.542 -0.500
C -2.272 1.309 0.737
C -1.537 0.301 1.416
C -1.578 -0.275 2.690
C -0.548 -1.219 2.718
C 0.079 -1.175 1.465
N -0.513 -0.257 0.686
C -1.512 3.781 -1.296
C -1.073 4.474 -0.172
C -0.034 5.391 -0.266
C 0.579 5.622 -1.492
C 0.137 4.943 -2.621
C -0.904 4.032 -2.520
H -3.404 3.075 -0.548
H -2.954 2.423 -2.127
H -3.044 1.887 1.241
H -2.257 -0.021 3.489
H -0.265 -1.848 3.547
H 0.923 -1.747 1.111
H -1.546 4.295 0.788
H 0.283 5.938 0.613
H 1.379 6.346 -1.572
H 0.600 5.133 -3.581
H -1.253 3.511 -3.404
C -0.909 0.636 -3.706
C -0.876 -0.824 -4.078
C -0.453 -1.225 -5.332
C -0.467 -2.569 -5.686
C -0.904 -3.504 -4.769
C -1.331 -3.146 -3.489
C -1.720 -4.234 -2.520
C -1.324 -1.788 -3.158
N -1.629 -1.231 -1.895
H -0.582 1.228 -4.565
H -0.115 1.044 -2.973
H -1.910 0.974 -3.451
H -0.119 -0.479 -6.043
H -0.138 -2.879 -6.669
H -0.904 -4.555 -5.035
H -1.476 -5.206 -2.944
H -2.789 -4.234 -2.302
H -1.186 -4.144 -1.572
C -3.578 -2.803 1.045
C -2.949 -2.254 -0.142
N -2.346 -1.885 -1.048
H -3.067 -2.363 1.905
H -3.439 -3.884 1.069
H -4.640 -2.565 1.079
*
```

Properties
- Electronic energy: -43386.798 eV
- Highest occupied orbital energy: -8.980 eV
- Energy relative to the best compared isomer or geometry (same formula, charge and spin): 44.9 kJ/mol

2.
DFT (ωB97M-V with the def2-TZVPD basis set) results for a molecular structure, C26H34NPd in a non-equilibrium geometry.

Structure (ORCA input):
```
! wB97M-V def2-TZVPD RIJCOSX def2/J DEFGRID3
* xyz 1 5
C -2.115 -0.016 1.530
C -2.295 -0.524 0.208
C -2.081 0.546 -0.719
C -1.823 1.738 0.032
C -1.801 1.388 1.429
Pd -0.037 0.383 0.592
C 2.092 1.011 -1.683
C 2.011 0.986 -0.173
H 2.698 0.270 0.290
C 1.467 2.003 0.616
H 1.064 2.905 0.160
H 1.738 2.051 1.669
C 3.541 0.960 -2.161
H 4.024 0.031 -1.837
H 3.590 1.010 -3.255
H 4.097 1.809 -1.744
C 1.374 2.210 -2.281
H 0.311 2.202 -2.009
H 1.831 3.133 -1.901
H 1.450 2.217 -3.376
C -2.682 -1.918 -0.123
H -2.097 -2.645 0.457
H -3.744 -2.097 0.105
H -2.532 -2.133 -1.186
C -2.185 0.446 -2.196
H -1.820 -0.525 -2.550
H -3.229 0.554 -2.530
H -1.598 1.225 -2.697
C -1.711 3.122 -0.496
H -1.532 3.127 -1.575
H -2.646 3.678 -0.323
H -0.908 3.676 0.001
C -1.572 2.312 2.566
H -0.986 3.179 2.246
H -2.524 2.677 2.976
H -1.031 1.806 3.373
C -2.324 -0.762 2.797
H -1.766 -0.306 3.622
H -3.388 -0.760 3.076
H -2.015 -1.809 2.699
C 0.961 -1.428 -1.489
C 1.353 -0.404 -2.273
C 0.222 -2.515 -1.925
C 1.115 -0.479 -3.647
H 1.382 -1.145 -0.477
C -0.030 -2.597 -3.299
H -0.118 -3.257 -1.201
C 0.433 -1.590 -4.159
H 1.465 0.314 -4.319
H -0.574 -3.455 -3.688
H 0.265 -1.669 -5.233
C 1.736 -2.593 4.176
C 1.185 -3.162 3.027
C 0.732 -2.332 1.999
N 0.817 -0.992 2.097
C 1.336 -0.429 3.202
C 1.806 -1.203 4.264
H 2.103 -3.220 4.987
H 1.089 -4.237 2.895
H 0.295 -2.749 1.084
H 1.372 0.664 3.226
H 2.212 -0.683 5.127
*
```

Properties
- ⟨S²⟩: 6.038
- Electronic energy: -32472.274 eV
- Highest occupied orbital energy (spin up / spin down): -8.797 / -11.671 eV
- Energy relative to the best compared isomer or geometry (same formula, charge and spin): 0.0 kJ/mol

3.
DFT (ωB97M-V with the def2-TZVPD basis set) results for a molecular structure, C26H34NSZr in a non-equilibrium geometry.

Structure (ORCA input):
```
! wB97M-V def2-TZVPD RIJCOSX def2/J DEFGRID3
* xyz 1 1
C 0.644 2.577 0.834
C 0.773 2.649 -0.599
C 1.881 1.823 -0.986
C 2.430 1.219 0.197
C 1.667 1.688 1.324
Zr 0.046 0.426 -0.019
C 0.237 -2.364 0.106
C -0.723 -1.656 0.962
H -1.771 -1.974 0.929
C -0.338 -0.674 1.928
H 0.526 -0.847 2.580
H -1.126 -0.145 2.482
C -0.208 -3.690 -0.493
H -1.243 -3.689 -0.850
H 0.439 -3.964 -1.332
H -0.113 -4.483 0.262
C 1.629 -2.519 0.711
H 1.947 -1.699 1.373
H 1.659 -3.446 1.312
H 2.402 -2.610 -0.065
C 0.005 3.534 -1.512
H -0.995 3.751 -1.128
H 0.521 4.492 -1.657
H -0.110 3.079 -2.501
C 2.456 1.794 -2.356
H 1.699 1.514 -3.100
H 2.842 2.783 -2.640
H 3.279 1.079 -2.442
C 3.741 0.511 0.297
H 3.909 -0.161 -0.553
H 4.576 1.233 0.306
H 3.805 -0.089 1.216
C 2.055 1.523 2.759
H 2.546 0.554 2.936
H 2.763 2.313 3.066
H 1.179 1.589 3.419
C -0.271 3.404 1.672
H -0.389 2.980 2.677
H 0.123 4.425 1.790
H -1.266 3.488 1.217
C 0.767 -1.143 -1.556
C -0.411 -1.519 -2.165
C 1.987 -1.391 -2.234
C -0.463 -1.962 -3.485
H -1.319 -1.308 -1.545
C 1.960 -1.973 -3.505
H 2.950 -1.156 -1.764
C 0.738 -2.216 -4.143
H -1.426 -2.154 -3.959
H 2.902 -2.210 -4.012
H 0.726 -2.603 -5.159
S -2.346 1.173 -0.416
C -3.435 0.409 0.723
N -3.589 0.984 1.966
C -4.442 0.478 2.916
C -5.219 -0.615 2.604
C -5.124 -1.198 1.335
C -4.234 -0.683 0.396
H -3.029 1.812 2.181
H -4.445 0.999 3.873
H -5.907 -1.008 3.352
H -5.747 -2.049 1.079
H -4.123 -1.086 -0.604
*
```

Properties
- Electronic energy: -41113.147 eV
- Highest occupied orbital energy: -9.548 eV
- Energy relative to the best compared isomer or geometry (same formula, charge and spin): 0.0 kJ/mol

4.
DFT (ωB97M-V with the def2-TZVPD basis set) results for 5 unconnected molecules or ions with the total composition C26H35B3FIO12 in a non-equilibrium geometry.

Structure (ORCA input):
```
! wB97M-V def2-TZVPD RIJCOSX def2/J DEFGRID3
* xyz 0 1
O -5.029 8.057 1.407
C -4.356 7.038 2.002
F -4.745 6.597 3.380
C -3.169 6.323 1.104
B -3.967 5.504 -0.121
O -4.513 6.254 -1.269
B -4.628 5.391 -2.482
I -4.133 6.036 -4.536
O -5.129 3.996 -2.213
B -4.077 3.469 -1.273
C -3.007 2.385 -1.884
C -2.671 1.107 -0.915
C -1.669 0.110 -1.803
C -1.919 -0.241 -3.407
C -0.933 -1.180 -4.329
C 0.389 -1.828 -3.607
C 0.625 -1.529 -2.009
C -0.344 -0.584 -1.076
O -4.097 4.030 0.092
H -2.649 5.516 1.807
H -2.390 7.071 0.651
H -1.986 2.966 -2.063
H -3.401 2.079 -2.957
H -3.603 0.538 -0.496
H -2.026 1.478 0.017
H -2.876 0.208 -3.955
H -1.193 -1.335 -5.482
H 1.110 -2.478 -4.261
H 1.572 -2.013 -1.470
H -0.083 -0.429 0.066
O 1.421 -1.997 -6.155
C 2.541 -1.671 -6.511
C 3.145 -1.958 -7.852
C 4.609 -1.698 -7.603
C 4.578 -0.656 -6.516
O 3.412 -0.947 -5.747
H 2.727 -1.265 -8.588
H 2.967 -2.994 -8.151
H 5.154 -1.374 -8.494
H 5.086 -2.611 -7.228
H 4.488 0.360 -6.916
H 5.464 -0.708 -5.876
O 1.796 -2.285 0.925
C 1.786 -1.543 1.894
C 2.913 -1.368 2.866
C 2.231 -0.680 4.021
C 1.120 0.080 3.344
O 0.748 -0.719 2.221
H 3.681 -0.735 2.412
H 3.331 -2.332 3.164
H 2.897 -0.039 4.604
H 1.807 -1.432 4.698
H 1.448 1.060 2.982
H 0.257 0.215 4.002
O -2.170 -2.012 0.371
C -3.358 -2.255 0.236
C -4.065 -3.459 0.781
C -5.358 -3.444 0.005
C -5.558 -1.978 -0.276
O -4.244 -1.436 -0.402
H -4.233 -3.321 1.853
H -3.494 -4.371 0.592
H -6.196 -3.898 0.541
H -5.226 -3.988 -0.939
H -6.070 -1.464 0.545
H -6.116 -1.812 -1.201
O 4.910 -2.620 5.121
C 4.899 -1.879 6.090
C 6.027 -1.703 7.062
C 5.344 -1.015 8.217
C 4.234 -0.256 7.540
O 3.862 -1.054 6.417
H 6.795 -1.071 6.608
H 6.445 -2.667 7.359
H 6.011 -0.374 8.800
H 4.920 -1.767 8.894
H 4.561 0.725 7.178
H 3.371 -0.121 8.198
*
```

Properties
- Electronic energy: -64943.079 eV
- SMILES: O=C(F)CB1OB(I)OB(CCc2ccccc2)O1.O=C1CCCO1.O=C1CCCO1.O=C1CCCO1.O=C1CCCO1
- Highest occupied orbital energy: -7.034 eV

5.
DFT (ωB97M-V with the def2-TZVPD basis set) results for a molecular structure, C26H35BrN2O4SSbV in a non-equilibrium geometry.

Structure (ORCA input):
```
! wB97M-V def2-TZVPD RIJCOSX def2/J DEFGRID3
* xyz 0 3
V 0.296 1.468 0.825
O 3.933 -0.274 1.399
C 2.698 0.146 1.453
O 2.174 0.796 0.556
C 1.851 -0.213 2.638
C 2.156 -0.937 3.766
C 1.122 -1.158 4.671
C -0.155 -0.665 4.416
C -0.375 0.066 3.270
N 0.633 0.266 2.426
C -1.680 0.690 2.746
O -2.730 0.516 3.299
O -1.447 1.352 1.633
H 4.327 0.033 0.564
H 3.154 -1.321 3.934
H 1.310 -1.724 5.574
H -0.982 -0.841 5.093
Br 2.204 6.858 4.541
C 1.728 5.323 3.535
C 2.699 4.410 3.177
C 2.328 3.291 2.429
C 1.013 3.044 2.021
C 0.073 4.012 2.418
C 0.407 5.135 3.162
H 3.729 4.570 3.471
H 3.140 2.612 2.168
H -0.967 3.893 2.133
H -0.347 5.858 3.443
C -3.036 -2.456 -2.114
C -2.467 -1.714 -0.909
C -3.418 -0.578 -0.494
C -2.329 -2.672 0.276
Sb -0.571 -0.783 -1.202
C 0.859 -2.421 -1.355
C 0.409 -3.614 -2.202
C 2.167 -1.870 -1.924
C 1.123 -2.912 0.072
C -0.571 0.054 -3.193
C -1.792 0.982 -3.246
C -0.664 -0.958 -4.333
C 0.705 0.887 -3.377
H -3.957 -2.968 -1.806
H -2.362 -3.210 -2.522
H -3.305 -1.770 -2.919
H -4.394 -1.007 -0.234
H -3.580 0.147 -1.291
H -3.057 -0.028 0.378
H -3.331 -2.997 0.582
H -1.865 -2.199 1.148
H -1.756 -3.567 0.030
H 0.169 -3.333 -3.227
H -0.461 -4.120 -1.778
H 1.218 -4.357 -2.247
H 2.111 -1.717 -3.001
H 2.971 -2.596 -1.741
H 2.462 -0.916 -1.476
H 0.268 -3.435 0.498
H 1.365 -2.094 0.755
H 1.972 -3.609 0.073
H -2.728 0.420 -3.257
H -1.754 1.574 -4.169
H -1.832 1.693 -2.419
H -1.564 -1.575 -4.291
H 0.202 -1.619 -4.372
H -0.688 -0.410 -5.285
H 0.964 1.488 -2.507
H 0.547 1.585 -4.208
H 1.561 0.264 -3.635
S -1.183 4.832 -2.072
C -0.577 3.637 -1.194
N -0.128 2.738 -0.574
*
```

Properties
- ⟨S²⟩: 2.018
- Electronic energy: -151804.976 eV
- Highest occupied orbital energy (spin up / spin down): -7.735 / -7.973 eV

6.
DFT (ωB97M-V with the def2-TZVPD basis set) results for a molecular structure, C26H35ClHfIN5O3SSe2Si.

Structure (ORCA input):
```
! wB97M-V def2-TZVPD RIJCOSX def2/J DEFGRID3
* xyz 0 1
Hf -0.484 -0.319 -0.975
C -2.939 -1.502 2.212
C -2.071 -1.680 1.005
N -0.747 -1.168 1.008
N -0.153 -1.089 2.216
C 0.897 -0.369 2.482
N 1.595 -0.580 3.636
S 1.512 0.769 1.278
C -2.487 -2.174 -0.193
C -3.837 -2.644 -0.466
C -4.140 -3.232 -1.635
C -3.126 -3.410 -2.642
C -1.902 -2.886 -2.405
N -1.565 -2.191 -1.275
H -2.687 -0.576 2.739
H -2.870 -2.331 2.926
H -3.989 -1.412 1.942
H -0.524 -1.709 2.931
H 1.112 -1.019 4.409
H 2.171 0.197 3.921
H -4.596 -2.530 0.295
H -5.148 -3.586 -1.813
H -3.320 -3.946 -3.559
H -1.111 -2.959 -3.142
O -2.951 3.438 -4.746
C -2.977 3.641 -3.337
C -2.185 2.536 -2.631
C -2.886 1.224 -2.952
O -2.025 0.085 -2.693
C -0.763 2.519 -3.208
Se 0.673 1.827 -2.079
C -2.223 2.896 -1.126
Se -2.268 1.408 0.143
H -3.271 4.234 -5.179
H -4.011 3.644 -2.969
H -2.521 4.602 -3.076
H -3.151 1.194 -4.009
H -3.780 1.113 -2.333
H -2.470 -0.737 -2.945
H -0.475 3.532 -3.489
H -0.751 1.921 -4.118
H -3.120 3.481 -0.916
H -1.351 3.513 -0.904
Cl 4.586 -5.853 -2.341
C 3.603 -4.478 -1.919
C 3.010 -3.759 -2.908
C 2.221 -2.631 -2.593
I 1.299 -1.606 -4.132
C 2.041 -2.221 -1.290
O 1.355 -1.150 -0.982
C 2.641 -2.999 -0.242
N 2.420 -2.600 1.040
C 2.967 -3.295 2.000
C 3.779 -4.430 1.794
C 4.013 -4.841 0.517
C 3.435 -4.123 -0.555
H 3.143 -4.054 -3.939
H 2.776 -2.952 3.013
H 4.208 -4.949 2.641
H 4.633 -5.701 0.307
C 0.785 4.762 3.656
Si 1.904 3.477 2.898
C 2.816 2.556 4.248
C 3.154 4.265 1.767
C 0.807 2.345 1.873
H 1.322 5.413 4.347
H -0.036 4.289 4.199
H 0.343 5.390 2.879
H 3.385 3.266 4.853
H 3.539 1.853 3.823
H 2.139 2.023 4.921
H 3.811 4.954 2.302
H 2.653 4.826 0.975
H 3.783 3.508 1.291
H 0.558 2.840 0.924
H -0.175 2.149 2.303
*
```

Properties
- Electronic energy: -212461.729 eV
- Highest occupied orbital energy: -5.865 eV
- Energy relative to the best compared isomer or geometry (same formula, charge and spin): 70.6 kJ/mol